Molecular formula: ClH6O3Zn
Method: DFT, the ωB97M-V functional and the def2-TZVPD basis

Each line ends with the Löwdin charge.
Atoms and positions in Å:
Zn: -6.211 -0.988 1.619  0.96
Cl: -2.025 -0.975 0.957  0.04
O: 1.896 0.281 4.439  -0.05
H: 1.258 0.084 3.754  0.02
H: 2.692 0.519 3.965  0.03
O: -2.039 3.093 -3.910  -0.05
H: -1.142 3.423 -3.862  0.03
H: -2.163 2.616 -3.090  0.02
O: 2.909 -2.691 -1.082  -0.05
H: 2.016 -2.834 -0.769  0.02
H: 2.811 -2.527 -2.020  0.03

Values from the calculation:
Total charge: +1
Energy above the lowest of the compared OMol25 structures with the same formula, charge and spin, kcal/mol: 131.34
LUMO, Eh: -0.4129
Frontier orbital gap, eV: 2.182
E_tot, hartree: -2468.31059
E_HOMO, eV: -13.42


Molecular formula: ClH7NOPTa
Method: DFT, the ωB97M-V functional and the def2-TZVPD basis

Each line ends with the Löwdin charge.
Atoms and positions in Å:
N: 1.930 1.010 0.629  -0.30
P: 1.069 -0.213 -0.326  0.44
O: 1.452 -1.672 0.476  -0.47
Ta: -1.515 0.041 -0.175  0.64
Cl: -1.501 1.201 -2.417  -0.37
H: 2.872 0.650 0.751  -0.01
H: 2.040 1.848 0.079  -0.01
H: 1.697 -2.267 -0.206  -0.03
H: -1.413 1.678 0.707  -0.22
H: -3.388 0.119 -0.127  -0.23
H: -1.676 -1.659 -0.885  -0.21
H: -1.566 -0.735 1.493  -0.21

Values from the calculation:
Total charge: -1
LUMO, Eh: 0.1020
Frontier orbital gap, eV: 6.236
E_tot, hartree: -992.66830
E_HOMO, eV: -3.46


Q: Which of these has the lowest E_tot?
A: ClH6O3Zn